# 1
68
Properties=species:S:1:pos:R:3:forces:R:3 method="wB97M-V/def2-TZVPD" charge=+2 e_homo_ev="-13.071 / -13.180" spin_multiplicity=4 homo_lumo_gap_ev="6.7190 / 7.8631" lumo_ev="-6.4 / -5.3"
Cr -0.429439 0.196552 0.381674 -1.0 -0.7 -1.7
N -0.667139 -1.109088 -1.341278 0.5 -0.1 0.2
C -2.095741 -1.285117 -1.650050 -0.8 0.3 -0.1
C -2.396555 -1.654887 -3.113205 0.1 0.0 0.1
C -1.558687 -0.987872 -4.217384 -0.2 0.1 0.2
C -1.578625 0.555159 -4.288592 0.1 -0.5 -0.3
N -2.861255 1.157533 -3.997275 -0.2 0.3 0.1
C -4.005992 1.001333 -4.659020 0.2 0.2 0.1
N -4.039383 0.561841 -5.915650 0.0 -0.1 -0.1
N -5.126615 1.342476 -4.036145 -0.3 0.0 0.0
C -2.821155 -0.001972 -1.152111 -0.1 -1.1 -1.1
O -3.871986 0.362186 -1.657023 0.1 0.0 0.5
O -2.206246 0.586452 -0.214702 0.9 1.1 1.5
H -0.268925 -0.554802 -2.102504 0.1 -0.2 0.2
H -0.203331 -2.018111 -1.361444 0.1 0.2 0.1
H -2.493322 -2.080912 -1.006713 0.1 0.1 -0.1
H -3.457334 -1.450304 -3.277474 0.1 0.0 0.1
H -2.261901 -2.732363 -3.234761 -0.1 0.0 0.0
H -1.935355 -1.393368 -5.159416 0.1 0.0 0.0
H -0.512625 -1.300279 -4.145021 0.0 0.0 -0.1
H -1.243779 0.856407 -5.285194 0.1 0.1 0.1
H -0.877921 0.984404 -3.568352 -0.1 0.1 -0.1
H -2.994125 1.427038 -3.029383 -0.1 0.0 -0.2
H -3.196394 0.410071 -6.440558 0.0 0.1 0.0
H -4.907511 0.540650 -6.424342 0.0 -0.1 0.0
H -5.119229 1.424966 -3.027936 0.0 -0.1 0.0
H -6.021206 1.278455 -4.490608 0.0 0.0 0.0
Br 0.354184 1.553814 2.260907 0.0 0.1 0.7
C -0.434883 0.416635 3.635611 -0.1 0.0 0.2
C -0.467793 0.818468 4.941011 0.2 0.2 -0.6
C -1.084260 -0.027898 5.876295 -0.1 -0.4 0.0
C -1.586303 -1.240620 5.485700 0.1 0.2 0.1
C -1.471765 -1.684447 4.150300 0.2 0.3 -0.4
C -1.868082 -2.977229 3.755768 0.0 0.0 -0.3
C -1.708464 -3.386272 2.460091 -0.1 0.0 0.4
C -1.200889 -2.498081 1.499536 0.2 0.3 -0.3
C -0.825488 -1.201446 1.793653 0.0 -0.2 0.0
C -0.913160 -0.818081 3.162649 0.0 0.1 0.1
H -0.042111 1.761138 5.250759 0.0 0.1 0.0
H -1.140969 0.285987 6.906062 0.0 0.0 0.1
H -2.071729 -1.891398 6.198067 0.0 0.0 0.1
H -2.273965 -3.638454 4.502411 -0.1 -0.2 0.1
H -1.991227 -4.388562 2.169415 0.0 0.0 0.0
H -1.104213 -2.891844 0.497015 0.0 0.0 -0.1
O 0.314418 1.522287 -1.294576 -0.8 0.0 0.7
S 1.613662 1.164626 -1.997236 1.4 0.9 0.1
C 2.026242 2.485864 -3.166587 -0.2 -0.7 0.0
C 1.767124 3.833069 -2.990147 -0.1 0.1 0.2
C 2.180350 4.722194 -3.971447 -0.1 0.0 0.2
C 2.831108 4.265815 -5.106086 0.1 -0.1 0.0
C 3.071798 2.912513 -5.279245 0.1 0.1 0.0
C 2.664084 2.017005 -4.307723 0.0 -0.1 0.1
C 2.869891 1.449651 -0.735857 -0.2 -0.4 -0.4
C 3.884129 0.512848 -0.610916 -0.1 0.0 -0.1
C 4.884379 0.729945 0.322996 0.1 0.0 0.0
C 4.840279 1.852766 1.134636 0.1 -0.1 -0.1
C 3.796693 2.759729 1.028128 -0.2 0.0 -0.1
C 2.801773 2.562984 0.084829 0.0 0.1 0.0
H 1.250257 4.188514 -2.112786 -0.1 0.0 0.1
H 2.005579 5.778507 -3.847534 -0.1 0.1 0.1
H 3.156170 4.967724 -5.856642 0.0 0.1 -0.1
H 3.581997 2.562717 -6.162101 0.0 -0.1 -0.1
H 2.844682 0.958911 -4.424311 0.0 -0.1 -0.1
H 3.888736 -0.370355 -1.233301 0.1 -0.1 -0.1
H 5.700653 0.029731 0.409433 0.0 -0.1 0.0
H 5.626462 2.024481 1.851823 0.1 0.0 0.1
H 3.763200 3.624281 1.671510 0.0 0.1 0.1
H 1.980734 3.258644 -0.007247 0.0 0.1 0.0


# 2
102
Properties=species:S:1:pos:R:3:forces:R:3 method="wB97M-V/def2-TZVPD" charge=-1 e_homo_ev=-1.833 spin_multiplicity=1 homo_lumo_gap_ev=3.3885 lumo_ev=1.6
Li 0.057115 -0.444175 0.882100 0.1 0.3 0.0
C 3.335846 -2.500069 3.266173 0.0 0.0 0.0
C 2.938905 -3.002343 1.870072 0.1 -0.1 0.1
C 3.220281 -4.504828 1.770821 0.0 0.0 0.0
C 3.651720 -2.175645 0.813807 0.0 0.0 0.0
C 5.041165 -2.214865 0.767352 0.0 0.0 0.1
C 5.767562 -1.391300 -0.078804 -0.1 0.0 0.0
C 5.071931 -0.503545 -0.888423 -0.1 0.0 0.0
C 3.680469 -0.448055 -0.894963 0.1 0.1 0.0
C 3.016450 0.532054 -1.854420 -0.1 0.0 0.0
C 2.262479 1.652601 -1.121585 0.1 -0.1 0.0
C 2.104244 -0.144901 -2.888136 0.0 0.0 0.1
C 2.928818 -1.309039 -0.050291 -0.1 -0.2 -0.2
N 1.544427 -1.246073 -0.085264 -0.2 0.0 0.3
C 0.783363 -2.327527 -0.475695 0.2 -0.1 -0.2
C -0.612432 -2.291349 -0.507342 -0.1 -0.2 -0.3
N -1.341161 -1.154009 -0.213159 -0.1 0.0 0.1
C -2.711316 -1.210372 -0.035874 0.0 -0.3 -0.1
C -3.339974 -2.030692 0.949074 0.0 0.0 0.0
C -4.726284 -2.066712 1.048653 0.0 0.1 0.0
C -5.541556 -1.284504 0.244063 0.0 0.0 0.0
C -4.939247 -0.450205 -0.687288 0.0 0.0 0.0
C -3.557943 -0.403923 -0.852525 0.0 0.0 0.1
C -3.015277 0.473583 -1.972269 0.1 0.0 0.0
C -2.264659 -0.312834 -3.057755 0.0 0.0 0.1
C -2.148978 1.622694 -1.444663 0.0 0.0 -0.1
C -2.523914 -2.832255 1.952265 -0.1 0.0 0.1
C -2.832780 -2.366309 3.381424 0.0 0.0 0.0
C -2.749489 -4.343996 1.843440 0.0 0.0 0.0
C -1.094503 -3.534183 -1.146254 0.0 0.0 -0.1
C -2.315892 -4.027442 -1.534890 0.0 0.1 -0.1
C -2.376408 -5.288529 -2.201327 0.0 0.1 0.0
C -1.262958 -6.023699 -2.505011 0.0 0.0 0.0
C 0.024045 -5.510841 -2.158697 0.0 0.0 0.0
C 1.289429 -6.075833 -2.500488 0.0 0.0 0.0
C 2.431635 -5.389079 -2.190874 0.0 0.0 0.0
C 2.421850 -4.129817 -1.516620 0.0 0.0 -0.1
C 1.222190 -3.587716 -1.128062 0.1 0.0 0.0
C 0.048751 -4.307441 -1.484317 0.0 0.1 0.1
H 2.713063 -2.961088 4.041434 0.1 0.0 -0.1
H 3.235819 -1.415536 3.338846 0.0 0.0 0.0
H 4.380704 -2.752632 3.477205 -0.1 0.0 0.0
H 1.866801 -2.858773 1.739655 0.0 0.1 0.0
H 4.287282 -4.715877 1.899048 0.0 0.0 0.0
H 2.902362 -4.905372 0.807173 0.0 0.0 0.1
H 2.678381 -5.040861 2.555984 0.0 0.0 0.0
H 5.575779 -2.890898 1.430551 -0.1 0.0 0.0
H 6.850857 -1.433528 -0.102250 0.0 0.0 0.0
H 5.625010 0.152263 -1.556075 0.0 0.0 0.0
H 3.836101 1.002843 -2.406117 0.0 0.0 0.0
H 1.448625 1.206591 -0.548711 0.0 0.0 0.0
H 1.843076 2.367955 -1.839212 0.0 0.0 0.0
H 2.930836 2.190358 -0.439498 -0.1 0.0 0.0
H 1.238531 -0.592725 -2.398837 0.0 0.0 0.0
H 2.640744 -0.932909 -3.424338 0.0 0.0 0.0
H 1.748934 0.589673 -3.619347 0.0 0.0 0.0
H -5.187396 -2.710719 1.793543 0.1 0.0 0.0
H -6.621179 -1.329098 0.334959 0.0 0.0 0.0
H -5.564632 0.159196 -1.336113 0.0 0.0 0.0
H -3.891888 0.923186 -2.448615 -0.1 0.0 0.0
H -1.352754 -0.748055 -2.648503 0.0 0.0 0.0
H -1.997076 0.346879 -3.891564 0.0 0.0 0.1
H -2.887205 -1.124479 -3.445860 0.1 0.1 0.0
H -1.288735 1.196703 -0.924616 0.0 0.0 0.0
H -2.727413 2.252098 -0.754293 0.0 0.0 -0.1
H -1.791914 2.252725 -2.268906 0.0 0.0 0.0
H -1.469915 -2.637155 1.758252 0.0 0.0 0.0
H -3.871258 -2.593836 3.647406 0.1 0.0 0.0
H -2.679691 -1.290302 3.484539 0.0 0.0 0.0
H -2.179294 -2.870450 4.100154 0.0 0.0 0.0
H -3.804729 -4.592086 2.006511 0.1 0.0 0.0
H -2.160387 -4.869359 2.601825 0.0 0.0 0.0
H -2.457015 -4.720768 0.862178 0.0 0.0 0.1
H -3.233977 -3.482327 -1.346764 0.0 -0.1 0.0
H -3.351278 -5.670424 -2.483413 0.0 0.0 0.0
H -1.352900 -6.972616 -3.023920 0.0 0.0 0.0
H 1.340355 -7.026543 -3.023094 0.0 0.0 0.0
H 3.390800 -5.810286 -2.472759 0.0 0.0 0.0
H 3.362076 -3.625997 -1.331584 0.0 0.0 0.0
C 0.243794 3.191684 0.874410 -0.2 -0.1 0.0
N -0.885159 3.642974 1.755854 0.2 -0.2 0.2
C -0.380746 4.420712 2.914589 -0.1 0.0 0.0
C -1.805541 2.485102 2.206580 -0.1 -0.2 0.0
C -1.176798 1.543157 3.195490 0.0 0.2 -0.2
C -1.536137 1.639088 4.544314 0.0 0.0 0.1
C -1.005532 0.743745 5.461031 0.0 0.0 -0.1
C -0.123178 -0.234924 5.004768 0.0 0.0 0.0
C 0.209594 -0.302391 3.656497 0.0 0.1 0.1
C -0.301214 0.579877 2.680185 0.3 -0.2 0.1
H 0.966894 3.998283 0.776366 0.0 0.0 0.0
H -0.156266 2.917867 -0.099333 -0.1 0.0 0.1
H 0.681626 2.303795 1.322181 0.0 0.0 0.2
H -1.475383 4.253366 1.201937 -0.1 0.1 -0.1
H 0.202307 3.752914 3.539855 0.0 -0.1 0.0
H -1.223567 4.806104 3.484984 0.0 0.0 0.0
H 0.235819 5.240936 2.553783 0.0 0.0 0.0
H -2.064024 1.955786 1.288522 0.0 0.0 0.1
H -2.692576 2.972170 2.616040 0.0 0.1 0.0
H -2.245685 2.395393 4.875752 0.0 0.0 0.0
H -1.283887 0.795693 6.507112 0.0 0.0 0.0
H 0.283491 -0.961121 5.704653 0.0 0.1 0.0
H 0.885762 -1.098609 3.342711 0.0 0.1 0.1


# 3
89
Properties=species:S:1:pos:R:3:forces:R:3 method="wB97M-V/def2-TZVPD" charge=-1 e_homo_ev="-3.358 / -3.373" spin_multiplicity=2 homo_lumo_gap_ev="5.0195 / 5.5685" lumo_ev="1.7 / 2.2"
V 1.223517 0.324683 0.466626 1.6 0.2 1.1
C 0.253694 -0.386195 4.092366 -0.1 0.0 0.0
C 0.325381 1.150824 3.980005 0.1 -0.1 0.0
C -0.601229 1.719910 5.068138 0.0 0.0 0.0
C 1.770358 1.562186 4.318681 0.0 0.0 0.1
Si -0.108006 1.728085 2.164724 -0.4 0.0 0.4
C 0.367554 3.605085 1.980790 0.1 0.1 -0.1
C -0.314301 4.235625 0.753765 0.0 0.1 0.0
C 1.884593 3.739540 1.756061 0.0 0.0 0.1
C -0.009430 4.449504 3.208831 0.0 0.0 0.0
C -2.040072 1.540920 1.911897 0.0 0.0 -0.2
C -2.434638 1.603967 0.422854 0.0 0.0 0.0
C -2.514923 0.170086 2.423331 -0.1 0.1 0.0
C -2.841254 2.631534 2.644723 -0.1 0.0 0.0
H 0.706062 -0.702306 5.044599 -0.1 0.0 -0.1
H 0.786133 -0.886678 3.288632 0.0 0.0 0.0
H -0.774633 -0.755531 4.076927 0.2 0.1 0.1
H -0.288152 1.324217 6.046688 0.0 0.1 -0.1
H -1.641393 1.420531 4.912118 0.2 0.0 0.1
H -0.565276 2.812126 5.123251 0.0 -0.2 0.1
H 2.044079 1.149588 5.301049 0.0 0.0 -0.1
H 1.888487 2.647642 4.378308 0.0 -0.2 0.1
H 2.484666 1.175704 3.585944 0.0 0.0 0.1
H -0.157738 3.638523 -0.148922 0.0 0.2 0.2
H 0.113074 5.233599 0.572473 -0.1 -0.1 0.0
H -1.392626 4.359109 0.897542 0.2 0.0 -0.1
H 2.178003 3.309451 0.796588 0.0 0.1 0.1
H 2.476562 3.249074 2.532816 -0.1 0.1 -0.2
H 2.161741 4.803980 1.743176 0.0 -0.1 0.0
H -1.061915 4.335702 3.488736 0.2 0.1 0.0
H 0.168031 5.512124 2.985806 0.0 -0.1 0.0
H 0.600826 4.192619 4.079401 -0.1 0.1 -0.1
H -2.013248 0.770976 -0.144733 -0.1 0.0 0.0
H -2.124968 2.542796 -0.051937 -0.1 -0.2 0.1
H -3.529368 1.535792 0.341808 0.1 0.0 0.0
H -1.916254 -0.646446 2.012970 -0.1 0.0 0.0
H -3.558611 0.010237 2.112395 0.1 0.0 0.0
H -2.485235 0.108981 3.514533 -0.1 0.0 -0.2
H -2.645662 3.625613 2.233288 -0.1 -0.1 0.1
H -2.631548 2.663746 3.717126 -0.1 0.0 -0.2
H -3.915854 2.428637 2.521480 0.1 0.0 0.0
C -2.744235 -6.930741 -4.931319 0.1 0.1 0.0
C -2.342491 -5.556648 -4.447752 -0.1 -0.1 0.0
C -3.217616 -4.761865 -3.721784 0.0 0.2 0.1
C -2.886321 -3.464691 -3.318384 0.2 -0.1 -0.1
C -3.882384 -2.665202 -2.521241 0.1 0.0 -0.1
C -1.628315 -2.924904 -3.670777 -0.1 0.0 -0.1
Se -1.202832 -1.103810 -3.278568 0.0 0.2 -0.1
C -0.706261 -3.751473 -4.358941 -0.2 0.0 0.1
C 0.678019 -3.260289 -4.695059 -0.1 -0.1 0.0
C -1.086057 -5.039098 -4.737338 0.1 0.2 0.0
H -3.668928 -7.260721 -4.452640 0.0 0.0 0.0
H -1.966421 -7.671108 -4.721594 -0.1 0.0 0.0
H -2.911457 -6.932048 -6.013621 0.0 0.0 0.1
H -4.198052 -5.159132 -3.457323 0.1 0.1 0.0
H -4.743072 -3.280883 -2.244760 0.0 0.0 0.0
H -4.227291 -1.798222 -3.092536 0.0 0.0 0.0
H -3.415314 -2.265618 -1.618276 0.0 0.0 0.0
H 1.235031 -3.029139 -3.780028 -0.1 0.0 -0.1
H 0.626012 -2.328894 -5.265107 0.0 0.0 0.0
H 1.230483 -4.012098 -5.272238 -0.1 0.1 0.1
H -0.374883 -5.655789 -5.288096 -0.1 0.1 0.1
F 1.906768 -2.967070 2.714669 -0.1 -0.1 0.0
C 3.025887 -2.713815 2.025428 -0.3 0.4 -0.2
F 4.009426 -3.423464 2.566986 0.1 -0.2 0.1
F 2.857984 -3.141149 0.769938 -0.1 0.0 -0.1
C 3.364067 -1.199398 2.061720 -1.2 0.8 -0.3
O 4.450446 -0.891430 2.447693 0.7 0.5 0.1
O 2.387625 -0.370359 1.717167 1.4 -1.7 1.0
Cl -0.003397 -1.299621 0.041045 -0.7 -1.1 -0.1
C -0.742683 2.531923 -2.911822 0.0 -0.4 -0.3
C -0.121928 1.831853 -1.805927 -0.2 0.3 -0.4
N 0.391060 1.379503 -0.892523 -0.7 0.9 -1.4
H -0.964078 1.803237 -3.706239 0.0 0.1 0.2
H -0.052565 3.288978 -3.290712 0.0 -0.1 0.1
H -1.670123 2.994462 -2.580051 0.0 0.0 0.1
C 2.651344 0.699984 -3.039925 0.0 0.1 0.1
C 3.529917 0.447292 -1.809820 -0.5 -0.2 0.1
C 3.772151 -1.056760 -1.678901 0.1 0.1 0.0
C 2.971322 1.046443 -0.502082 0.0 -0.2 -0.3
H 3.187278 0.430296 -3.956471 -0.1 0.0 0.1
H 2.367119 1.758939 -3.114846 0.1 -0.1 0.0
H 1.740536 0.091555 -2.999399 0.0 0.1 -0.1
H 4.494771 0.930851 -1.986808 0.1 0.1 0.0
H 2.814351 -1.580942 -1.613277 0.0 0.0 0.0
H 4.364880 -1.295355 -0.790916 0.0 0.0 0.0
H 4.304389 -1.440953 -2.554406 0.0 0.0 0.0
H 2.796694 2.114451 -0.649960 -0.1 0.1 0.0
H 3.732730 0.947360 0.272011 0.0 0.0 0.1


# 4
49
Properties=species:S:1:pos:R:3:forces:R:3 method="wB97M-V/def2-TZVPD" e_homo_ev=-5.436 spin_multiplicity=1 homo_lumo_gap_ev=5.6400 lumo_ev=0.2
C -0.188941 4.319112 -0.781545 -0.7 0.1 -1.1
C 0.924205 3.701380 -1.465487 -0.9 0.0 0.1
C 0.423857 2.846363 -2.468373 -0.4 0.6 0.2
C -0.988658 2.896468 -2.467327 0.2 0.9 0.7
C -1.423394 3.774341 -1.415581 1.3 1.0 -1.0
Ga -0.822836 2.567690 0.323169 0.8 -2.2 -1.9
P -1.288873 2.752936 2.635374 -0.4 1.4 2.0
H -0.152405 5.242714 -0.205189 0.0 -0.3 -0.1
H 1.973136 3.942767 -1.297720 -0.3 -0.2 0.1
H 1.029763 2.264515 -3.161240 -0.2 0.1 0.3
H -2.414024 4.222013 -1.327143 0.3 -0.3 0.1
H -1.643632 2.419072 -3.193243 0.2 -0.1 0.4
H -2.621824 3.235188 2.864621 0.5 -0.3 0.5
H -0.463886 3.711306 3.316344 -0.5 -0.5 0.5
H -1.197802 1.561826 3.433752 -0.1 0.7 -0.5
C 1.974943 -3.984847 -2.600126 -0.1 0.2 0.1
C 0.965562 -3.229150 -3.212741 0.0 0.3 0.2
C 0.498532 -2.057883 -2.604642 0.5 -0.4 0.2
C 1.025520 -1.655266 -1.367027 0.0 -0.4 0.3
C 2.057152 -2.387663 -0.772106 -0.1 -0.4 -0.6
C 2.522398 -3.562230 -1.386143 -0.1 0.3 -0.1
As 0.217226 -0.036829 -0.532039 0.3 -0.6 -0.9
C -1.501379 -0.920207 -0.111806 0.4 0.2 0.0
C -2.661334 -0.275572 -0.561985 -0.1 -0.3 0.2
C -3.909491 -0.859400 -0.332938 0.2 -0.1 0.0
C -3.995309 -2.085144 0.338295 0.2 0.1 0.0
C -2.831811 -2.733803 0.762757 0.1 0.2 -0.1
C -1.574161 -2.158944 0.524900 -0.7 0.1 0.0
C 1.253668 -0.061407 1.142491 -0.4 0.2 -0.3
C 0.754989 -0.526319 2.358474 0.5 0.3 0.1
C 1.533295 -0.383463 3.514605 0.0 0.0 -0.1
C 2.794837 0.212631 3.447247 0.0 0.0 -0.1
C 3.284255 0.688019 2.225114 -0.1 -0.1 -0.2
C 2.510018 0.561691 1.069576 -0.2 -0.2 0.5
H 2.329257 -4.901428 -3.073438 -0.1 0.2 0.1
H 0.538253 -3.551629 -4.163660 0.1 0.1 0.2
H -0.279104 -1.455473 -3.079146 0.1 -0.2 0.1
H 2.492906 -2.047234 0.166152 -0.1 -0.2 -0.2
H 3.311506 -4.144774 -0.907119 -0.2 0.1 -0.2
H -2.582065 0.687052 -1.079488 0.0 -0.4 0.2
H -4.812712 -0.354924 -0.681773 0.2 -0.2 0.1
H -4.972846 -2.531909 0.524130 0.3 0.1 0.0
H -2.893401 -3.690635 1.280850 0.0 0.2 -0.1
H -0.665076 -2.674805 0.833948 -0.2 0.1 -0.1
H -0.230840 -0.985865 2.400765 0.2 0.1 0.1
H 1.150321 -0.744727 4.470426 0.1 0.1 -0.2
H 3.407324 0.305328 4.344446 -0.2 0.0 -0.2
H 4.271197 1.149529 2.162064 -0.3 -0.1 0.1
H 2.871683 0.939588 0.109526 -0.1 -0.1 0.3


no.,molar mass (g/mol),total energy (eV)
1,634.5,-150913.1575
2,642.9,-52201.4866
3,695.2,-156059.3206
4,475.1,-146723.1093